[1]
Below is a molecular structure, C40H39N5OPtS3Se at a distorted geometry, with properties calculated with ωB97M-V/def2-TZVPD.

Atoms and positions in Å:
Pt: -0.298 0.058 -1.069
C: 3.853 0.225 4.326
C: 2.714 1.110 4.773
C: 2.576 1.498 6.102
C: 1.556 2.348 6.514
C: 0.654 2.838 5.588
C: 0.764 2.459 4.258
C: 1.778 1.589 3.863
N: 1.944 1.230 2.485
C: 1.000 0.936 1.586
N: -0.263 0.679 2.161
C: -1.474 0.802 1.633
C: -1.664 0.924 0.214
C: -2.912 1.266 -0.209
C: -3.980 1.409 0.712
C: -3.801 1.160 2.092
C: -2.574 0.856 2.587
C: -2.360 0.601 4.053
N: 1.240 0.783 0.333
C: 2.415 1.369 -0.262
C: 2.624 2.742 -0.123
C: 3.703 3.358 -0.733
C: 4.592 2.594 -1.475
C: 4.378 1.233 -1.611
C: 3.286 0.590 -1.024
C: 3.094 -0.897 -1.199
H: 4.362 -0.206 5.185
H: 4.602 0.797 3.765
H: 3.510 -0.596 3.690
H: 3.288 1.124 6.830
H: 1.479 2.635 7.556
H: -0.118 3.535 5.890
H: 0.100 2.894 3.516
H: 2.890 1.172 2.137
H: -0.244 0.614 3.175
H: -3.102 1.418 -1.263
H: -4.967 1.676 0.347
H: -4.646 1.212 2.767
H: -3.319 0.500 4.555
H: -1.826 1.426 4.534
H: -1.798 -0.322 4.227
H: 1.912 3.329 0.451
H: 3.841 4.429 -0.634
H: 5.448 3.059 -1.947
H: 5.078 0.638 -2.188
H: 3.147 -1.428 -0.244
H: 3.863 -1.305 -1.854
H: 2.127 -1.145 -1.634
O: -0.185 -1.720 -1.894
C: -0.715 -2.782 -1.093
C: -1.091 -3.946 -2.014
C: -1.772 -5.077 -1.705
C: -1.900 -5.968 -2.818
C: -1.316 -5.485 -3.940
S: -0.599 -3.959 -3.658
C: 0.315 -3.218 -0.051
C: 0.822 -2.452 0.962
C: 1.784 -3.135 1.758
C: 1.986 -4.407 1.324
S: 1.022 -4.776 -0.034
C: -2.000 -2.271 -0.424
C: -3.068 -1.755 -1.096
C: -4.181 -1.479 -0.255
C: -3.933 -1.806 1.049
S: -2.361 -2.436 1.253
H: -2.171 -5.278 -0.714
H: -2.407 -6.926 -2.775
H: -1.254 -5.950 -4.915
H: 0.509 -1.430 1.136
H: 2.301 -2.705 2.609
H: 2.648 -5.157 1.735
H: -3.073 -1.611 -2.172
H: -5.129 -1.087 -0.605
H: -4.595 -1.709 1.901
C: -0.674 4.217 -4.249
N: -1.089 2.904 -4.769
C: -1.956 2.703 -5.822
C: -2.073 1.368 -5.988
N: -1.272 0.772 -5.039
C: -1.084 -0.680 -4.890
C: -0.677 1.714 -4.296
Se: 0.621 1.492 -2.958
H: -1.273 4.981 -4.731
H: 0.375 4.392 -4.463
H: -0.826 4.254 -3.177
H: -2.416 3.520 -6.356
H: -2.652 0.796 -6.696
H: -2.015 -1.184 -5.130
H: -0.791 -0.915 -3.875
H: -0.306 -1.027 -5.567

The energy relative to the best compared isomer or geometry (same formula, charge and spin) is 0.0 kJ/mol. The LUMO energy (spin up / spin down) comes out at -4.93 / -8.33 eV. The multiplicity is 5. Its net charge is +2. For the HOMO-LUMO gap (spin up / spin down), the calculation gives 7.753 / 4.475 eV.

[2]
Below is a molecular structure, C40H41AsN4O3P2ReS2Se, with properties calculated with ωB97M-V/def2-TZVPD.

Atoms and positions in Å:
Re: 0.255 1.250 -0.977
C: -1.019 -1.841 0.652
N: -1.417 -1.221 1.888
C: -1.336 0.215 1.970
P: 0.337 0.861 1.488
C: 1.461 -0.341 2.225
C: 2.072 -1.349 1.489
C: 2.802 -2.342 2.123
C: 2.919 -2.333 3.506
C: 2.310 -1.332 4.251
C: 1.583 -0.338 3.617
C: 0.589 2.416 2.351
C: 1.882 2.839 2.661
C: 2.076 4.083 3.236
C: 0.985 4.906 3.496
C: -0.299 4.485 3.189
C: -0.503 3.236 2.616
C: -1.259 -1.990 3.074
C: -0.601 -3.217 3.052
C: -0.465 -3.958 4.222
C: -0.973 -3.491 5.420
C: -1.649 -2.279 5.438
C: -1.803 -1.538 4.279
P: -1.260 -0.858 -0.888
C: -3.059 -0.578 -0.919
C: -3.670 0.440 -1.658
C: -5.045 0.597 -1.632
C: -5.836 -0.253 -0.870
C: -5.243 -1.256 -0.121
C: -3.865 -1.413 -0.136
C: -0.788 -2.175 -2.041
C: 0.508 -2.218 -2.539
C: 0.894 -3.226 -3.410
C: -0.022 -4.198 -3.786
C: -1.316 -4.165 -3.284
C: -1.702 -3.158 -2.409
H: -1.575 -2.772 0.502
H: 0.032 -2.142 0.615
H: -1.492 0.540 2.996
H: -2.092 0.707 1.352
H: 1.980 -1.367 0.407
H: 3.276 -3.123 1.542
H: 3.483 -3.109 4.005
H: 2.393 -1.330 5.329
H: 1.107 0.434 4.209
H: 2.732 2.192 2.480
H: 3.075 4.410 3.492
H: 1.141 5.878 3.944
H: -1.146 5.126 3.387
H: -1.510 2.933 2.361
H: -0.178 -3.613 2.140
H: 0.048 -4.910 4.183
H: -0.864 -4.071 6.325
H: -2.083 -1.912 6.359
H: -2.382 -0.624 4.319
H: -3.081 1.128 -2.245
H: -5.498 1.396 -2.202
H: -6.910 -0.125 -0.852
H: -5.847 -1.916 0.486
H: -3.440 -2.190 0.482
H: 1.219 -1.442 -2.267
H: 1.903 -3.253 -3.801
H: 0.273 -4.984 -4.469
H: -2.029 -4.926 -3.572
H: -2.717 -3.136 -2.031
Se: -2.437 -0.584 -5.003
N: -1.593 0.433 -6.164
C: -0.726 1.159 -5.484
C: 0.134 2.137 -6.049
C: 0.959 2.796 -5.196
C: 0.945 2.495 -3.810
N: 0.185 1.591 -3.222
C: -0.686 0.917 -4.064
N: -1.527 0.027 -3.610
H: 0.107 2.336 -7.112
H: 1.632 3.567 -5.540
H: 1.599 3.064 -3.168
C: 4.171 0.319 0.038
As: 2.922 1.081 -1.234
C: 3.730 2.842 -1.356
C: 3.485 0.200 -2.871
H: 5.150 0.702 -0.252
H: 4.172 -0.764 -0.025
H: 3.944 0.621 1.056
H: 4.769 2.699 -1.653
H: 3.699 3.302 -0.368
H: 3.240 3.504 -2.063
H: 4.530 0.449 -3.058
H: 2.879 0.509 -3.720
H: 3.400 -0.878 -2.743
O: -1.819 3.758 -2.265
S: -1.402 3.604 -0.913
O: -1.537 2.073 -0.541
O: -1.968 4.406 0.112
S: 0.681 3.577 -0.771

The energy relative to the best compared isomer or geometry (same formula, charge and spin) is 43.1 kJ/mol. The LUMO energy (spin up / spin down) comes out at -6.62 / -7.46 eV. The multiplicity is 4. Its net charge is +2. For the HOMO-LUMO gap (spin up / spin down), the calculation gives 5.898 / 5.044 eV.